DFT (ωB97M-V/def2-TZVPD) results for a structure of composition C20H39IrN4O5.

```
69
Properties=species:S:1:pos:R:3:forces:R:3
Ir -0.045 -0.212 -0.124 -0.127 -0.063 0.068
C 2.207 0.587 2.782 0.051 0.006 0.034
C 1.712 -0.793 2.353 0.138 -0.045 -0.020
C 0.428 -1.286 3.024 -0.006 0.069 0.039
C -0.929 -0.577 2.865 -0.088 -0.017 -0.258
C -1.930 -1.357 3.724 0.036 0.019 0.003
C -0.888 0.887 3.285 -0.028 0.037 -0.020
N -1.380 -0.694 1.414 0.037 0.027 0.155
C -2.697 -0.050 1.107 -0.029 -0.008 0.004
C -2.503 1.138 0.185 0.001 -0.034 0.036
N -1.695 0.722 -0.999 -0.008 -0.010 0.001
C -2.480 -0.259 -1.804 -0.044 -0.006 0.034
C -2.035 -1.708 -1.601 0.037 -0.045 -0.009
O -2.774 -2.612 -1.908 -0.026 0.026 0.020
O -0.837 -1.866 -1.105 -0.097 0.133 -0.115
C -1.250 1.926 -1.792 -0.020 0.019 -0.001
C -2.425 2.698 -2.384 -0.005 -0.019 -0.013
C -0.271 1.540 -2.904 -0.003 -0.002 0.021
C 1.201 1.249 -2.572 -0.010 -0.050 -0.023
C 1.918 1.000 -3.902 -0.001 0.002 0.000
C 1.871 2.395 -1.829 0.014 -0.008 0.000
N 1.235 -0.027 -1.766 -0.012 0.024 -0.074
C 2.589 -0.509 -1.349 -0.018 -0.103 0.000
C 2.772 -0.329 0.143 -0.027 -0.026 -0.068
N 1.683 -1.073 0.852 0.062 0.102 0.068
C 1.966 -2.547 0.682 0.087 -0.049 -0.103
C 0.966 -3.390 -0.085 0.255 -0.093 -0.073
O -0.141 -3.695 0.610 -0.107 0.237 -0.009
O 1.214 -3.794 -1.186 -0.141 0.082 0.041
H 2.117 0.640 3.867 -0.012 0.003 0.003
H 1.677 1.416 2.332 -0.003 -0.028 0.023
H 3.268 0.692 2.556 0.000 0.005 0.014
H 2.488 -1.464 2.735 -0.031 -0.066 -0.010
H 0.644 -1.263 4.095 -0.035 -0.039 0.010
H 0.281 -2.344 2.783 0.002 0.022 -0.078
H -1.624 -1.333 4.769 0.018 0.021 -0.004
H -1.978 -2.403 3.414 -0.014 0.003 0.005
H -2.931 -0.930 3.673 -0.003 -0.016 0.005
H -0.410 0.969 4.260 0.006 -0.008 0.008
H -1.888 1.307 3.389 -0.080 -0.048 0.019
H -0.340 1.497 2.571 -0.002 -0.003 0.027
H -1.495 -1.693 1.237 0.044 -0.006 0.168
H -0.819 -3.906 -0.058 0.056 -0.246 0.059
H -3.202 0.272 2.014 0.062 0.040 0.007
H -3.346 -0.799 0.652 0.046 -0.004 -0.051
H -1.954 1.933 0.689 0.032 -0.017 -0.011
H -3.478 1.509 -0.134 0.005 0.031 0.014
H -2.401 -0.035 -2.866 0.050 -0.023 0.005
H -3.538 -0.193 -1.553 -0.013 0.041 -0.053
H -0.739 2.546 -1.056 -0.010 0.021 -0.008
H -2.927 2.139 -3.175 -0.006 0.002 0.005
H -2.051 3.622 -2.824 0.002 -0.003 -0.005
H -3.164 2.980 -1.636 0.004 -0.001 0.005
H -0.265 2.369 -3.614 0.020 0.013 0.013
H -0.663 0.689 -3.472 -0.003 0.022 -0.018
H 1.857 1.893 -4.524 -0.003 -0.003 -0.003
H 1.458 0.176 -4.454 0.001 -0.001 0.002
H 2.975 0.776 -3.767 0.001 0.002 0.001
H 1.788 3.301 -2.431 -0.005 0.000 0.001
H 2.936 2.202 -1.691 0.002 0.013 -0.006
H 1.426 2.576 -0.852 -0.001 -0.002 0.002
H 0.863 -0.742 -2.393 0.000 -0.036 0.037
H 3.379 -0.002 -1.899 -0.007 0.072 0.052
H 2.642 -1.566 -1.614 0.026 0.019 -0.044
H 2.679 0.719 0.412 -0.009 -0.004 -0.043
H 3.752 -0.705 0.452 0.007 0.026 0.036
H 2.142 -2.993 1.658 -0.158 -0.061 0.028
H 2.884 -2.665 0.112 0.072 0.071 0.125
O 0.474 1.449 0.626 0.021 -0.018 -0.074
```
Positions in Å, forces in eV/Å.

Calculated values
- spin multiplicity = 2
- largest force on an atom (Eh/bohr) = 0.0055
- total energy (Ha) = -1484.88139
- gap between HOMO and LUMO (alpha / beta) (hartree) = 0.353 / 0.288
- ΔE to the lowest compared entry with this formula, charge and spin (eV) = 0.0000
- charge = +1
- expectation value of S² = 0.756
- E_HOMO (alpha / beta) (eV) = -11.5 / -11.1